(1)
A molecular structure, C30H38EuN4O at a distorted geometry. Source: the OMol25 dataset; level of theory: ωB97M-V/def2-TZVPD.

```
74
Properties=species:S:1:pos:R:3
Eu 0.45 -0.20 1.05
N -3.19 -2.27 0.61
N -0.53 -1.99 -0.78
C 2.56 1.17 -0.14
C 3.01 -0.10 0.33
C 2.98 -0.07 1.76
C 3.11 -1.24 2.67
H 3.63 -2.06 2.17
H 2.13 -1.62 3.02
H 3.68 -0.95 3.57
C 2.51 1.23 2.16
C 2.16 1.67 3.54
H 2.78 2.53 3.85
H 2.31 0.86 4.27
H 1.11 1.99 3.59
C 2.22 1.97 0.99
C 1.54 3.29 0.96
H 0.63 3.28 1.59
H 1.24 3.54 -0.07
H 2.19 4.10 1.33
C 3.23 -1.32 -0.50
H 4.20 -1.77 -0.23
H 3.24 -1.07 -1.56
H 2.46 -2.10 -0.36
C 2.33 1.58 -1.55
H 1.25 1.62 -1.79
H 2.80 0.89 -2.25
H 2.73 2.59 -1.72
C -4.19 -2.13 1.48
H -5.02 -1.46 1.19
C -4.22 -2.79 2.72
H -5.02 -2.60 3.43
C -3.18 -3.68 3.02
H -3.22 -4.33 3.90
C -2.07 -3.69 2.19
H -1.21 -4.34 2.37
C -2.02 -2.79 1.07
C -0.69 -2.47 0.54
H 0.08 -3.17 0.87
C -0.72 -0.66 -1.14
C -0.18 -2.75 -1.93
H 0.05 -3.80 -1.89
C -0.27 -1.92 -2.98
H -0.19 -2.12 -4.04
N -0.61 -0.65 -2.50
C -0.79 0.54 -3.24
C 0.12 0.91 -4.25
C 0.02 2.20 -4.79
H 0.74 2.49 -5.57
C -0.94 3.11 -4.34
C -0.97 4.52 -4.84
H -0.76 5.24 -4.03
H -1.96 4.77 -5.24
H -0.23 4.68 -5.62
C -1.86 2.69 -3.38
H -2.64 3.39 -3.05
C -1.82 1.41 -2.82
C -2.87 0.98 -1.86
H -3.50 0.16 -2.25
H -3.54 1.83 -1.66
H -2.45 0.64 -0.90
C 1.22 0.01 -4.70
H 0.85 -0.82 -5.33
H 1.79 -0.43 -3.86
H 1.93 0.59 -5.30
C -0.32 -1.93 4.67
C -0.96 -0.66 4.20
N -1.75 -0.03 5.08
O -0.78 -0.16 3.05
H -0.80 -2.26 5.61
H 0.75 -1.76 4.88
H -0.43 -2.72 3.92
H -2.19 0.85 4.82
H -1.94 -0.43 5.99
```

* multiplicity: 7
* gap between HOMO and LUMO (spin up / spin down): 1.96 / 4.64 eV
* HOMO level (spin up / spin down): 0.4 / -2.3 eV
* total charge: -1

***

(2)
5 unconnected molecules or ions with the total composition C10H30N7O9P at a distorted geometry. Source: the OMol25 dataset; level of theory: ωB97M-V/def2-TZVPD.

```
57
Properties=species:S:1:pos:R:3
O 0.30 1.82 -1.43
P -1.08 1.43 -1.86
N -2.23 2.52 -1.31
C -2.29 2.79 0.12
C -3.53 2.65 -1.97
N -1.53 -0.10 -1.39
C -2.75 -0.73 -1.80
C -0.66 -0.82 -0.44
N -1.23 1.39 -3.55
C -1.21 2.67 -4.27
C -0.65 0.25 -4.25
H -2.05 1.90 0.71
H -3.29 3.11 0.42
H -1.63 3.62 0.38
H -3.90 3.66 -2.10
H -4.25 2.07 -1.39
H -3.51 2.15 -2.95
H -3.30 -0.13 -2.53
H -2.51 -1.70 -2.24
H -3.47 -0.83 -0.98
H 0.34 -0.44 -0.68
H -0.92 -0.65 0.60
H -0.64 -1.85 -0.79
H -0.39 3.25 -3.85
H -1.17 2.52 -5.35
H -2.16 3.21 -4.17
H 0.37 0.48 -4.59
H -1.24 -0.05 -5.12
H -0.65 -0.56 -3.52
C 6.05 -1.84 2.23
N 5.48 -2.08 3.56
O 4.30 -1.81 3.71
O 6.24 -2.40 4.47
H 5.77 -0.85 1.89
H 5.68 -2.64 1.60
H 7.13 -1.92 2.21
C -2.65 0.54 4.43
N -2.70 -0.82 3.88
O -3.19 -1.71 4.53
O -2.28 -0.97 2.74
H -3.54 0.75 5.03
H -2.68 1.25 3.61
H -1.76 0.68 5.04
C 2.65 0.59 -0.92
N 3.52 -0.61 -0.69
O 4.09 -1.08 -1.66
O 3.72 -0.98 0.45
H 1.69 0.19 -1.24
H 3.09 1.28 -1.62
H 2.49 0.99 0.08
C 1.29 -2.38 2.82
N 0.97 -3.51 1.91
O 1.44 -3.50 0.79
O 0.25 -4.40 2.34
H 1.65 -2.84 3.74
H 0.40 -1.78 2.97
H 2.14 -1.80 2.45
```

* gap between HOMO and LUMO: 8.69 eV
* HOMO level: -8.8 eV
* structure (SMILES): CN(C)P(=O)(N(C)C)N(C)C.C[N+](=O)[O-].C[N+](=O)[O-].C[N+](=O)[O-].C[N+](=O)[O-]

***

(3)
A molecular structure, C52H48N6RhS5 at a distorted geometry. Source: the OMol25 dataset; level of theory: ωB97M-V/def2-TZVPD.

```
112
Properties=species:S:1:pos:R:3
Rh 2.22 -0.69 -1.13
C 4.23 -2.92 -2.25
N 2.88 -2.79 -1.68
C 1.89 -3.35 -2.60
C 0.48 -2.96 -2.20
N 0.27 -1.51 -2.38
C -1.08 -1.15 -1.88
C 0.41 -1.11 -3.77
C -0.48 -1.60 -4.72
C -0.38 -1.23 -6.05
C 0.62 -0.34 -6.44
C 1.51 0.14 -5.51
C 1.42 -0.24 -4.16
S 2.65 0.42 -3.09
C 2.82 -3.28 -0.32
C 2.28 -4.52 0.02
C 2.29 -4.97 1.33
C 2.88 -4.19 2.32
C 3.42 -2.96 2.00
C 3.39 -2.48 0.69
S 4.09 -0.91 0.32
H 4.44 -3.97 -2.49
H 4.97 -2.57 -1.53
H 4.30 -2.32 -3.15
H 1.98 -4.43 -2.68
H 2.11 -2.93 -3.59
H 0.29 -3.19 -1.16
H -0.23 -3.54 -2.81
H -1.81 -1.82 -2.33
H -1.32 -0.12 -2.17
H -0.45 -0.60 -0.06
H -1.25 -2.30 -4.43
H -1.08 -1.63 -6.78
H 0.70 -0.04 -7.48
H 2.31 0.81 -5.80
H 1.86 -5.16 -0.75
H 1.87 -5.94 1.56
H 2.92 -4.56 3.33
H 3.88 -2.35 2.76
N -1.08 -1.34 -0.43
S -2.52 -1.23 0.42
N -1.71 2.07 -0.01
S -1.20 2.57 1.26
N 0.39 2.39 1.65
S 1.25 1.86 0.44
N 1.01 0.40 0.11
C 1.07 3.09 -0.87
C 0.57 2.76 -2.11
C 0.33 3.77 -3.03
C 0.60 5.09 -2.69
C 1.11 5.41 -1.44
C 1.34 4.40 -0.51
C 2.92 2.19 0.99
C 3.89 2.39 0.02
C 5.20 2.62 0.43
C 5.51 2.66 1.78
C 4.52 2.46 2.73
C 3.21 2.23 2.34
C -1.44 4.34 1.50
C -0.85 5.00 2.57
C -1.03 6.36 2.70
C -1.81 7.05 1.76
C -2.38 6.38 0.69
C -2.19 5.01 0.55
C -1.97 1.89 2.75
C -3.35 1.99 2.87
C -3.98 1.35 3.92
C -3.24 0.62 4.85
C -1.86 0.54 4.72
C -1.22 1.17 3.67
C -3.55 -2.40 -0.46
C -4.80 -1.91 -0.82
C -5.65 -2.71 -1.57
C -5.23 -3.97 -1.95
C -3.98 -4.45 -1.58
C -3.13 -3.67 -0.82
C -2.08 -2.22 1.86
C -0.78 -2.18 2.35
C -0.50 -2.85 3.54
C -1.50 -3.52 4.22
C -2.80 -3.52 3.74
C -3.10 -2.86 2.56
H 0.37 1.72 -2.34
H -0.07 3.53 -4.00
H 0.40 5.88 -3.40
H 1.31 6.44 -1.18
H 1.72 4.63 0.47
H 3.64 2.35 -1.03
H 5.96 2.79 -0.31
H 6.53 2.84 2.10
H 4.76 2.49 3.79
H 2.42 2.07 3.06
H -0.24 4.44 3.27
H -0.58 6.90 3.52
H -1.97 8.11 1.88
H -2.97 6.92 -0.04
H -2.60 4.45 -0.28
H -3.91 2.56 2.14
H -5.05 1.43 4.04
H -3.74 0.13 5.67
H -1.28 -0.02 5.45
H -0.14 1.12 3.54
H -5.08 -0.90 -0.52
H -6.62 -2.34 -1.87
H -5.89 -4.60 -2.54
H -3.67 -5.44 -1.89
H -2.16 -4.03 -0.51
H 0.00 -1.66 1.82
H 0.52 -2.83 3.92
H -1.27 -4.04 5.14
H -3.58 -4.04 4.28
H -4.11 -2.85 2.17
```

* gap between HOMO and LUMO (spin up / spin down): 6.60 / 6.60 eV
* HOMO level (spin up / spin down): -9.8 / -9.8 eV
* total charge: +1

***

(4)
A molecular structure, C6H9N at a distorted geometry. Source: the OMol25 dataset; level of theory: ωB97M-V/def2-TZVPD.

```
16
Properties=species:S:1:pos:R:3
C -1.81 -0.72 0.67
C -1.05 0.58 0.27
C 0.33 0.26 -0.04
C 1.14 -0.46 -1.68
N 2.29 -0.93 -1.36
C 1.23 -0.04 1.07
C 1.36 1.16 0.45
H -2.92 -0.54 0.92
H -1.23 -1.47 1.25
H -2.02 -1.37 -0.25
H -1.13 1.40 1.01
H -1.69 1.08 -0.55
H 0.31 -0.54 -2.44
H 2.02 0.30 -1.47
H 1.95 -0.92 1.25
H 1.22 2.21 0.89
```

* gap between HOMO and LUMO: 7.55 eV
* HOMO level: -7.7 eV
* energy relative to the best compared isomer or geometry (same formula, charge and spin): 230.46 kcal/mol